Entry P
11
Properties=species:S:1:pos:R:3 method="wB97M-V/def2-TZVPD" spin_multiplicity=1 charge=0 e_homo_ev=-8.966 gap_ha=0.334
C 0.104 -0.565 -0.270
C -0.503 0.412 0.746
C 2.001 0.979 -0.822
N 1.442 -0.169 -0.595
S -0.818 1.998 -0.236
S 2.900 0.113 0.437
H 0.076 -1.541 0.159
H -0.443 -0.596 -1.197
H -1.457 -0.061 1.218
H 0.282 0.620 1.487
H 0.183 1.881 -1.166

***

Entry Q
11
Properties=species:S:1:pos:R:3 method="wB97M-V/def2-TZVPD" spin_multiplicity=1 smiles="CC1=NSSC1" charge=0 e_homo_ev=-7.903 gap_ha=0.313
C 0.266 0.737 1.370
C -0.381 -0.076 0.236
N -1.005 -1.166 0.457
S -1.471 -2.206 -0.740
S -0.539 -1.168 -2.331
C 0.233 0.038 -1.148
H 0.030 1.727 1.210
H 1.327 0.848 1.151
H -0.042 0.343 2.252
H 0.264 1.027 -1.419
H 1.318 -0.104 -1.037

***

Entry R
11
Properties=species:S:1:pos:R:3 method="wB97M-V/def2-TZVPD" spin_multiplicity=1 charge=0 e_homo_ev="-7.894 / -7.471" gap_ha="0.248 / 0.212"
C 0.847 0.066 1.382
C 0.629 0.021 -0.946
C -0.910 0.106 -0.650
N 1.298 0.199 0.271
S -1.483 1.659 -0.035
S -1.182 -1.365 0.451
H 1.147 0.192 2.359
H 0.921 -0.929 -1.260
H 1.193 0.667 -1.615
H -1.483 0.036 -1.570
H -0.977 -0.650 1.612

***

Verdict on stability: entry R comes out at the bottom.

***

Entry P
9
Properties=species:S:1:pos:R:3 method="wB97M-V/def2-TZVPD" spin_multiplicity=1 smiles="OC(O)(O)P=S" charge=0 e_homo_ev="-9.390 / -9.388" gap_ha="0.242 / 0.242"
O 0.356 -1.419 0.345
C -0.469 -0.528 -0.419
O 0.167 0.576 -0.899
O -1.468 0.123 0.320
P -1.429 -1.839 -1.522
S 0.158 -1.451 -3.358
H 1.143 -0.903 0.439
H 0.651 0.248 -1.659
H -1.187 0.571 1.136

***

Entry Q
9
Properties=species:S:1:pos:R:3 method="wB97M-V/def2-TZVPD" spin_multiplicity=1 smiles="O=PC(=O)O.S" charge=0 e_homo_ev=-9.362 gap_ha=0.295
O 0.427 -1.656 0.395
P -0.024 -1.717 -1.017
C 0.135 0.087 -1.588
O 1.021 0.396 -2.345
O -0.863 0.835 -1.156
H -0.746 1.749 -1.406
S 0.192 0.704 2.438
H 0.692 -0.294 2.746
H -0.833 -0.105 1.934

***

Verdict on stability: entry P comes out at the bottom.

***

Entry P
21
Properties=species:S:1:pos:R:3 method="wB97M-V/def2-TZVPD" spin_multiplicity=1 smiles=O.O.O.O.O.O.O charge=0 e_homo_ev=-11.139 gap_ha=0.421
O -1.854 0.431 0.521
H -1.233 0.656 1.224
H -2.027 1.205 -0.058
O 0.212 1.173 2.161
H 1.000 1.391 1.591
H -0.092 2.042 2.392
O -1.011 1.828 -2.218
H -0.444 2.598 -2.004
H -0.547 1.054 -1.882
O 0.529 -2.822 0.118
H -0.403 -2.969 0.388
H 1.015 -3.070 0.902
O -2.222 -2.230 0.692
H -2.038 -1.287 0.543
H -3.045 -2.535 0.281
O 3.007 1.492 -0.102
H 3.194 2.341 -0.438
H 2.319 1.025 -0.614
O 1.239 -0.371 -1.078
H 1.540 -0.845 -1.847
H 0.862 -1.107 -0.571

***

Entry Q
21
Properties=species:S:1:pos:R:3 method="wB97M-V/def2-TZVPD" spin_multiplicity=1 smiles=O.O.O.O.O.O.O charge=0 e_homo_ev=-9.970 gap_ha=0.374
O 6.542 6.944 -3.690
H 6.820 7.433 -4.471
H 7.307 6.977 -3.092
O 8.187 9.361 -1.159
H 8.523 9.411 -2.061
H 7.910 10.260 -0.950
O 7.952 4.240 -0.655
H 7.595 3.543 -0.096
H 8.807 3.902 -0.985
O 11.027 5.668 -2.978
H 10.204 6.112 -2.646
H 11.059 4.830 -2.493
O 8.806 6.422 -1.861
H 8.445 5.532 -1.674
H 8.384 7.003 -1.212
O 7.208 7.417 0.698
H 7.477 8.212 0.216
H 6.247 7.463 0.733
O 10.328 3.069 -1.853
H 11.095 2.623 -2.234
H 9.740 2.351 -1.588

***

Verdict on stability: entry Q comes out at the bottom.

***

Entry P
21
Properties=species:S:1:pos:R:3 method="wB97M-V/def2-TZVPD" spin_multiplicity=1 smiles=O.O.O.O.O.O.O charge=0 e_homo_ev=-10.515 gap_ha=0.367
O -1.363 1.204 0.073
H -2.116 0.755 -0.275
H -1.223 0.785 0.883
O 2.602 -0.852 1.524
H 1.957 -1.315 2.105
H 2.022 -0.665 0.779
O 0.938 -0.272 -0.534
H 0.217 0.357 -0.623
H 0.431 -1.060 -0.316
O 2.581 1.958 0.659
H 2.873 1.602 1.517
H 2.149 1.190 0.305
O -2.871 -1.616 -1.290
H -3.025 -2.016 -2.114
H -2.290 -2.073 -0.697
O 0.300 3.056 -2.052
H 0.141 2.342 -1.520
H -0.414 2.992 -2.650
O -0.959 -1.926 1.044
H -0.710 -2.807 1.261
H -1.239 -1.639 1.919

***

Entry Q
21
Properties=species:S:1:pos:R:3 method="wB97M-V/def2-TZVPD" spin_multiplicity=1 smiles=O.O.O.O.O.O.O charge=0 e_homo_ev=-10.395 gap_ha=0.382
O 3.589 0.801 -0.392
H 2.851 0.221 -0.124
H 4.219 0.755 0.334
O -1.969 -0.440 -0.354
H -1.574 -0.056 -1.154
H -2.814 -0.797 -0.649
O -0.729 -3.008 0.230
H -0.408 -2.272 0.763
H -1.106 -3.623 0.868
O 2.333 2.993 1.522
H 1.773 3.507 0.932
H 1.867 2.159 1.631
O -0.872 0.918 -2.869
H -1.566 0.891 -3.539
H -0.103 0.515 -3.293
O 0.892 0.162 -0.034
H 0.126 0.147 0.554
H 0.580 -0.246 -0.849
O -2.140 -0.704 2.414
H -2.807 -1.383 2.557
H -2.142 -0.540 1.450

***

Verdict on stability: entry P comes out at the bottom.